Entry 1:
Formula: C39H54F27O22P
Source: OMol25
Level of theory: wB97M-V/def2-TZVPD

Geometry as XYZ:
```
143
C39H54F27O22P wB97M-V/def2-TZVPD
C -30.365 -41.358 23.420
O -31.216 -41.317 22.323
P -30.709 -41.738 20.804
O -29.359 -41.293 20.338
O -31.964 -41.227 19.907
C -32.377 -41.971 18.802
O -30.899 -43.353 20.838
C -29.816 -44.116 21.406
H -30.630 -42.135 24.138
H -30.362 -40.333 23.791
H -29.334 -41.586 23.150
H -33.442 -41.879 18.591
H -32.330 -43.046 18.980
H -31.836 -41.747 17.882
H -29.915 -44.260 22.482
H -28.855 -43.646 21.200
H -29.864 -45.150 21.063
C -29.103 -40.052 12.888
C -27.817 -39.173 12.831
O -27.933 -37.914 12.172
C -28.450 -37.764 10.896
O -28.503 -38.576 10.005
C -28.966 -36.286 10.709
F -30.107 -36.329 10.093
F -29.142 -35.721 11.949
F -28.116 -35.610 9.971
H -29.507 -40.120 11.878
H -29.843 -39.563 13.522
H -28.856 -41.025 13.313
H -26.929 -39.725 12.525
H -27.564 -38.762 13.809
C -38.296 -37.991 14.075
C -37.472 -38.649 15.162
O -36.439 -37.929 15.589
C -35.318 -37.636 14.852
O -34.952 -38.059 13.726
C -34.333 -36.724 15.543
F -34.792 -36.365 16.751
F -33.133 -37.243 15.573
F -34.334 -35.571 14.826
H -37.694 -37.651 13.232
H -38.913 -37.205 14.511
H -38.912 -38.766 13.618
H -37.199 -39.696 15.034
H -38.231 -38.745 15.938
C -27.632 -29.885 6.534
C -28.742 -30.884 6.134
O -29.905 -30.308 6.814
C -31.074 -31.057 7.049
O -31.237 -32.149 6.482
C -31.984 -30.388 8.064
F -32.855 -29.695 7.355
F -32.581 -31.375 8.711
F -31.387 -29.537 8.905
H -28.001 -28.925 6.173
H -26.747 -30.155 5.958
H -27.474 -29.887 7.613
H -28.494 -31.861 6.548
H -28.922 -30.789 5.063
C -23.265 -29.719 12.602
C -24.312 -30.211 11.617
O -23.746 -30.706 10.419
C -23.561 -32.094 10.206
O -23.685 -33.001 11.067
C -23.277 -32.494 8.796
F -24.244 -33.154 8.240
F -23.078 -31.466 8.006
F -22.234 -33.368 8.787
H -22.551 -29.097 12.062
H -22.653 -30.578 12.878
H -23.674 -29.228 13.484
H -24.949 -29.381 11.310
H -25.171 -30.814 11.910
C -32.998 -38.829 5.898
C -32.435 -37.620 5.126
O -31.818 -37.832 3.822
C -32.527 -38.084 2.733
O -33.698 -38.533 2.680
C -31.707 -37.734 1.509
F -32.525 -37.830 0.443
F -31.161 -36.529 1.689
F -30.744 -38.708 1.352
H -33.565 -39.466 5.219
H -33.704 -38.535 6.674
H -32.085 -39.190 6.373
H -31.556 -37.138 5.555
H -33.188 -36.832 5.115
C -24.610 -33.867 16.089
C -25.381 -35.107 16.320
O -24.695 -36.243 16.813
C -23.848 -36.974 15.942
O -23.845 -36.837 14.714
C -22.973 -38.106 16.620
F -23.374 -39.280 16.090
F -21.685 -37.887 16.417
F -23.213 -38.205 17.937
H -25.200 -32.992 15.814
H -23.780 -34.006 15.396
H -24.246 -33.689 17.100
H -25.972 -35.223 15.412
H -26.147 -34.929 17.075
C -33.862 -44.847 12.471
C -32.484 -45.433 12.668
O -32.658 -46.833 12.995
C -32.803 -47.261 14.275
O -32.785 -46.541 15.303
C -33.101 -48.761 14.344
F -32.260 -49.425 15.175
F -34.310 -48.824 14.822
F -32.986 -49.357 13.126
H -33.964 -43.785 12.248
H -34.459 -44.864 13.382
H -34.485 -45.321 11.712
H -31.863 -44.881 13.373
H -32.066 -45.252 11.677
C -20.827 -35.553 2.270
C -21.334 -36.953 2.741
O -22.689 -36.777 3.257
C -23.439 -37.927 3.500
O -22.999 -39.058 3.447
C -24.975 -37.696 3.733
F -25.779 -38.522 3.034
F -25.265 -37.752 5.081
F -25.283 -36.481 3.376
H -20.848 -34.661 2.896
H -21.309 -35.358 1.312
H -19.764 -35.634 2.046
H -20.746 -37.365 3.561
H -21.309 -37.743 1.990
C -23.717 -50.271 11.484
C -23.616 -48.759 11.636
O -24.825 -48.142 12.009
C -25.013 -48.137 13.334
O -24.259 -48.618 14.186
C -26.177 -47.247 13.860
F -26.787 -46.577 12.857
F -26.953 -48.039 14.566
F -25.601 -46.385 14.644
H -24.557 -50.685 10.927
H -23.723 -50.694 12.488
H -22.833 -50.749 11.061
H -23.414 -48.456 10.608
H -22.734 -48.544 12.239
```

Calculated values
Orbital gap in eV: 10.77



Entry 2:
Formula: C39H54N2O2P2Pm
Source: OMol25
Level of theory: wB97M-V/def2-TZVPD

Geometry as XYZ:
```
100
C39H54N2O2P2Pm wB97M-V/def2-TZVPD
Pm 0.663 -0.233 -1.174
C 0.634 0.956 1.816
C -0.538 1.380 1.099
C -0.964 -0.698 2.009
C 0.342 -0.301 2.411
C -1.505 0.321 1.182
C 1.878 1.732 2.061
H 2.027 2.512 1.311
H 2.754 1.067 2.030
H 1.883 2.231 3.046
C 1.209 -1.023 3.363
H 2.235 -0.642 3.310
H 1.220 -2.100 3.146
H 0.850 -0.894 4.397
C -1.699 -1.896 2.470
H -2.417 -1.639 3.269
H -1.006 -2.657 2.854
H -2.264 -2.341 1.637
C -2.892 0.331 0.645
H -3.635 0.499 1.445
H -3.128 -0.638 0.177
H -3.025 1.110 -0.114
C -0.831 2.738 0.570
H -1.543 3.251 1.240
H -1.301 2.710 -0.424
H 0.071 3.353 0.523
C 3.128 1.997 -4.690
C 3.326 3.077 -3.912
C 2.793 4.448 -4.215
C 1.245 4.528 -4.335
C 0.458 3.320 -3.943
C 0.092 2.437 -4.894
C 0.907 1.914 -6.053
C 2.436 2.105 -6.018
H 3.254 4.836 -5.146
H 1.034 4.751 -5.384
H 3.113 5.155 -3.437
H 2.679 3.073 -6.473
H 3.548 1.006 -4.465
H 4.124 3.149 -3.173
H 2.872 1.330 -6.673
H 0.720 0.840 -6.191
H -0.932 2.053 -4.910
H 0.534 2.378 -6.987
H 0.894 5.395 -3.759
H 0.016 3.336 -2.940
P 2.836 1.202 -1.790
P -1.762 0.515 -2.653
C 1.290 0.343 -3.369
C -0.137 -0.075 -3.641
H 2.023 -0.328 -3.835
H 1.481 1.358 -3.693
H -0.434 0.253 -4.637
H -0.161 -1.175 -3.657
C -2.832 -0.864 -3.191
H -3.655 -0.944 -2.466
H -2.282 -1.816 -3.214
H -3.241 -0.643 -4.186
C -2.723 1.886 -3.378
H -3.115 1.601 -4.358
H -2.136 2.803 -3.451
H -3.574 2.068 -2.698
C 4.617 0.973 -2.038
H 5.071 1.085 -1.034
H 5.076 1.673 -2.742
H 4.813 -0.053 -2.398
C 2.311 2.865 -1.265
H 1.232 2.963 -1.070
H 2.561 3.637 -2.002
H 2.862 3.082 -0.341
O 0.861 -2.302 -2.268
C 0.742 -3.083 -1.270
N 0.669 -4.439 -1.331
C 0.389 -4.972 -0.021
C 0.716 -3.733 0.829
O 0.953 -3.768 2.040
N 0.733 -2.614 0.008
C -1.098 -5.252 0.159
C -1.555 -5.445 1.468
C -2.896 -5.743 1.711
C -3.778 -5.859 0.626
C -3.328 -5.640 -0.681
C -1.985 -5.321 -0.921
C 1.294 -6.144 0.310
C 0.812 -7.393 0.721
C 1.712 -8.413 1.060
C 3.090 -8.198 0.931
C 3.564 -6.955 0.493
C 2.661 -5.935 0.181
H 0.542 -4.922 -2.225
H -0.849 -5.369 2.301
H -3.224 -5.883 2.745
H -4.826 -6.116 0.822
H -4.019 -5.712 -1.525
H -1.639 -5.152 -1.944
H -0.265 -7.581 0.768
H 1.322 -9.372 1.410
H 3.789 -9.010 1.169
H 4.630 -6.778 0.389
H 3.038 -4.972 -0.170
```

Calculated values
Spin multiplicity: 5
Charge: +1
Orbital gap (alpha / beta) in eV: 3.95 / 4.01



Entry 3:
Formula: C39H54N2O2P2Tb
Source: OMol25
Level of theory: wB97M-V/def2-TZVPD

Geometry as XYZ:
```
100
C39H54N2O2P2Tb wB97M-V/def2-TZVPD
Tb 0.553 0.135 -0.209
C 1.073 2.944 1.244
C 0.622 3.171 -0.096
C -1.229 2.794 1.222
C -0.070 2.737 2.053
C -0.807 3.041 -0.105
C 2.441 3.169 1.766
H 3.207 3.028 0.996
H 2.654 2.476 2.591
H 2.533 4.196 2.160
C -0.063 2.710 3.521
H 0.906 2.361 3.893
H -0.845 2.038 3.892
H -0.253 3.711 3.939
C -2.630 2.828 1.671
H -3.020 3.859 1.659
H -2.723 2.436 2.689
H -3.266 2.224 1.010
C -1.712 3.380 -1.224
H -2.153 4.377 -1.070
H -2.542 2.666 -1.288
H -1.192 3.390 -2.186
C 1.402 3.836 -1.164
H 1.134 4.908 -1.187
H 1.180 3.417 -2.158
H 2.480 3.767 -0.980
C 4.389 -2.264 -2.208
C 5.044 -1.098 -1.990
C 5.760 -0.375 -3.114
C 4.879 -0.116 -4.349
C 3.408 -0.003 -4.067
C 2.570 -1.024 -4.343
C 2.997 -2.471 -4.390
C 4.242 -2.879 -3.564
H 6.647 -0.947 -3.427
H 5.099 -0.879 -5.114
H 6.158 0.580 -2.752
H 5.143 -2.762 -4.176
H 4.037 -2.872 -1.363
H 5.410 -0.794 -0.999
H 4.157 -3.959 -3.405
H 2.152 -3.117 -4.096
H 1.562 -0.840 -4.725
H 3.205 -2.726 -5.446
H 5.212 0.825 -4.811
H 3.050 1.012 -3.891
P 3.145 -0.285 -0.188
P -0.379 0.378 -2.738
C 1.871 -1.368 -1.511
C 0.502 -1.302 -2.263
H 2.021 -2.397 -1.170
H 2.628 -1.144 -2.256
H 0.662 -1.751 -3.251
H -0.240 -1.915 -1.711
C -2.088 -0.214 -2.905
H -2.754 0.657 -2.777
H -2.354 -0.943 -2.116
H -2.264 -0.669 -3.895
C 0.155 1.085 -4.313
H -0.033 0.424 -5.171
H 1.225 1.335 -4.302
H -0.377 2.038 -4.467
C 4.019 -1.451 0.890
H 4.312 -0.880 1.790
H 4.916 -1.907 0.461
H 3.340 -2.266 1.204
C 3.694 1.189 -1.123
H 2.876 1.746 -1.612
H 4.392 0.941 -1.925
H 4.216 1.851 -0.418
O -0.683 -1.640 0.308
C -1.385 -1.342 1.339
N -2.290 -2.181 1.890
C -3.076 -1.441 2.857
C -2.152 -0.230 3.049
O -2.216 0.581 3.989
N -1.233 -0.195 2.018
C -4.381 -0.907 2.245
C -5.081 0.117 2.892
C -6.237 0.652 2.325
C -6.696 0.172 1.097
C -6.023 -0.877 0.462
C -4.864 -1.425 1.038
C -3.271 -2.210 4.153
C -4.535 -2.407 4.729
C -4.649 -3.070 5.958
C -3.510 -3.588 6.582
C -2.257 -3.447 5.971
C -2.143 -2.764 4.756
H -2.598 -3.003 1.374
H -4.703 0.471 3.853
H -6.762 1.443 2.854
H -7.581 0.610 0.637
H -6.385 -1.288 -0.485
H -4.365 -2.267 0.545
H -5.428 -2.028 4.227
H -5.640 -3.169 6.408
H -3.607 -4.086 7.549
H -1.371 -3.865 6.447
H -1.164 -2.656 4.290
```

Calculated values
Spin multiplicity: 7
Charge: +1
Orbital gap (alpha / beta) in eV: 6.53 / 5.49



Entry 4:
Formula: C39H54N3O11SSiTeW
Source: OMol25
Level of theory: wB97M-V/def2-TZVPD

Geometry as XYZ:
```
111
C39H54N3O11SSiTeW wB97M-V/def2-TZVPD
W -1.601 0.445 0.186
O -2.022 1.975 3.976
C -2.034 1.082 3.196
O -1.376 1.169 1.987
C -2.572 -0.302 3.383
C -2.392 -1.088 4.503
C -2.451 -2.476 4.360
C -2.513 -3.100 3.130
C -2.696 -2.274 2.032
C -2.910 -0.908 2.175
O -3.258 -0.193 1.128
N -2.317 -2.677 0.704
O -2.408 -3.802 0.332
O -1.736 -1.796 -0.019
N -2.214 -3.318 5.551
O -1.948 -4.486 5.346
O -2.123 -2.746 6.609
H -2.140 -0.655 5.463
H -2.367 -4.167 3.039
C -1.193 4.069 -4.939
C -2.204 4.223 -3.820
C -2.348 5.674 -3.396
C -3.542 3.606 -4.190
O -1.643 3.467 -2.690
Si -2.321 2.955 -1.338
S -3.148 0.981 -1.442
O -1.045 2.427 -0.310
C 0.223 3.253 -0.054
C 1.122 3.045 -1.259
C 0.889 2.759 1.212
C -0.220 4.695 0.101
O -3.227 4.023 -0.598
C -4.436 4.168 0.214
C -4.264 3.332 1.470
C -5.627 3.711 -0.609
C -4.522 5.648 0.541
H -1.529 4.613 -5.822
H -1.072 3.019 -5.207
H -0.225 4.473 -4.639
H -2.728 6.264 -4.231
H -1.381 6.086 -3.105
H -3.041 5.772 -2.561
H -3.974 4.128 -5.044
H -4.253 3.686 -3.363
H -3.424 2.554 -4.457
H 1.427 2.001 -1.337
H 2.017 3.654 -1.130
H 0.629 3.344 -2.181
H 1.121 1.694 1.149
H 0.285 2.946 2.096
H 1.832 3.298 1.312
H -0.660 5.089 -0.815
H 0.657 5.299 0.334
H -0.935 4.797 0.916
H -4.207 2.269 1.223
H -5.120 3.473 2.130
H -3.365 3.630 2.013
H -5.543 2.657 -0.877
H -5.719 4.308 -1.517
H -6.543 3.838 -0.031
H -3.639 5.971 1.093
H -5.402 5.842 1.154
H -4.602 6.238 -0.372
C -0.354 -1.051 -2.971
C 0.408 -0.780 -1.721
O 1.640 -1.290 -1.740
N -0.031 -0.110 -0.724
Te 2.667 -1.161 -0.042
C 4.395 -2.143 -0.721
C 4.854 -2.126 -2.043
C 4.246 -1.324 -3.163
C 5.986 -2.884 -2.322
C 6.667 -3.602 -1.346
C 7.898 -4.389 -1.684
C 6.217 -3.519 -0.032
C 5.088 -2.791 0.308
C 4.683 -2.711 1.759
C 1.707 -2.745 0.911
C 1.207 -2.471 2.192
C 1.219 -1.110 2.841
C 0.712 -3.537 2.935
C 0.679 -4.832 2.433
C 0.149 -5.970 3.253
C 1.167 -5.054 1.146
C 1.712 -4.045 0.368
C 2.300 -4.425 -0.966
H 0.318 -1.249 -3.802
H -1.014 -0.213 -3.189
H -0.977 -1.933 -2.800
H 3.886 -0.351 -2.829
H 3.414 -1.851 -3.631
H 4.997 -1.145 -3.929
H 6.360 -2.892 -3.339
H 7.942 -4.620 -2.747
H 7.936 -5.320 -1.122
H 8.792 -3.815 -1.429
H 6.768 -4.023 0.753
H 5.565 -2.786 2.392
H 3.996 -3.512 2.040
H 4.213 -1.754 2.022
H 1.197 -0.282 2.131
H 2.097 -0.984 3.479
H 0.345 -1.001 3.483
H 0.355 -3.352 3.942
H -0.338 -5.620 4.162
H 0.964 -6.637 3.540
H -0.563 -6.563 2.677
H 1.144 -6.060 0.742
H 1.756 -5.276 -1.372
H 3.343 -4.726 -0.851
H 2.261 -3.626 -1.699
```

Calculated values
Spin multiplicity: 2
Charge: +2
Orbital gap (alpha / beta) in eV: 7.39 / 7.17



Number 1: maximum force 6.11 eV/Å. Number 2: maximum force 6.43 eV/Å. Number 3: maximum force 5.34 eV/Å. Number 4: maximum force 1.25 eV/Å.